The following is a quantum chemistry calculation of a molecular structure, C20H48CuF10N3O30S12, from the Open Molecules 2025 dataset.

Structure (ORCA input):
```
! RIJCOSX wB97M-V def2-TZVPD def2/J DEFGRID3
* xyz -1 2
Cu 1.206 2.484 1.531
N 0.971 0.790 0.348
S 1.987 0.006 -0.586
O 2.539 0.772 -1.656
O 1.736 -1.351 -0.964
F 3.150 -0.018 0.526
S -0.459 0.173 -0.261
O -0.882 -1.115 0.222
O -0.792 0.527 -1.606
F -1.389 1.123 0.638
N 4.989 4.447 -0.554
S 4.697 4.226 -2.073
O 3.311 3.938 -2.429
O 5.725 3.618 -2.898
F 4.928 5.766 -2.463
S 4.541 2.915 -0.114
O 5.044 1.809 -0.884
O 3.232 2.830 0.543
F 5.518 2.854 1.127
C 3.701 3.178 4.324
F 4.215 4.250 4.861
F 3.747 3.255 2.994
F 4.315 2.087 4.715
S 1.860 2.908 4.775
O 1.927 2.237 6.057
O 1.181 4.181 4.721
N 1.307 1.879 3.492
S 0.300 0.741 4.088
O -0.773 1.337 4.852
O -0.098 0.067 2.874
C 1.285 -0.531 5.187
F 1.250 -1.697 4.572
F 2.576 -0.203 5.329
F 0.697 -0.450 6.368
O -6.915 -3.039 0.627
S -5.520 -2.752 0.810
O -4.566 -3.830 1.059
O -5.090 -1.897 -0.510
C -3.682 -1.629 -0.658
C -3.389 -1.889 -2.125
C -5.184 -1.461 2.065
H -3.157 -2.310 0.008
H -3.512 -0.562 -0.520
H -3.944 -1.152 -2.714
H -3.803 -2.823 -2.519
H -2.368 -1.921 -2.504
H -5.117 -2.030 2.990
H -6.060 -0.832 2.221
H -4.291 -0.885 1.853
O -2.810 3.727 3.388
S -1.988 4.056 2.262
O -0.703 3.488 1.976
O -2.902 4.036 0.931
C -3.822 2.948 0.750
C -3.762 2.536 -0.710
C -1.663 5.813 2.430
H -4.829 3.242 1.046
H -3.529 2.074 1.333
H -4.223 3.239 -1.404
H -4.474 1.701 -0.802
H -2.834 2.113 -1.075
H -1.422 6.222 1.449
H -0.789 5.918 3.071
H -2.523 6.278 2.902
O 0.907 5.572 -2.135
S 0.268 4.329 -1.852
O 0.628 3.522 -0.715
O -1.294 4.651 -1.632
C -1.823 5.675 -2.471
C -3.329 5.628 -2.569
C 0.254 3.296 -3.354
H -1.410 5.781 -3.477
H -1.684 6.711 -2.137
H -3.617 4.663 -3.003
H -3.695 6.487 -3.120
H -3.725 5.523 -1.555
H -0.596 2.622 -3.420
H 1.131 2.645 -3.373
H 0.423 3.996 -4.170
O 0.436 -3.915 -3.895
S 0.187 -2.956 -4.944
O 0.886 -3.023 -6.194
O -1.425 -2.747 -5.220
C -2.192 -3.907 -5.580
C -1.667 -4.609 -6.819
C 0.461 -1.323 -4.180
H -3.187 -3.566 -5.876
H -2.384 -4.526 -4.702
H -1.737 -4.005 -7.725
H -2.284 -5.493 -6.996
H -0.617 -4.900 -6.807
H 0.233 -1.300 -3.120
H -0.103 -0.554 -4.705
H 1.515 -1.121 -4.366
O 8.559 -3.342 -0.316
S 7.708 -4.271 -1.006
O 7.550 -5.630 -0.574
O 6.220 -3.603 -0.996
C 6.109 -2.182 -0.905
C 5.800 -1.675 0.486
C 7.995 -4.328 -2.816
H 5.392 -1.845 -1.654
H 7.062 -1.737 -1.202
H 5.552 -0.615 0.534
H 6.610 -1.893 1.182
H 4.889 -2.101 0.918
H 9.067 -4.162 -2.928
H 7.526 -3.464 -3.282
H 7.694 -5.281 -3.233
O -3.272 -2.170 4.232
S -2.083 -2.947 4.486
O -1.074 -2.619 5.470
O -2.611 -4.456 4.760
C -3.722 -5.005 4.014
C -4.394 -6.067 4.811
C -1.226 -3.174 2.906
H -3.411 -5.260 3.002
H -4.476 -4.213 3.966
H -5.355 -6.312 4.369
H -4.474 -5.655 5.817
H -3.729 -6.935 4.843
H -1.081 -4.243 2.776
H -0.233 -2.741 3.004
H -1.814 -2.647 2.161
*
```

Calculated values
Max |F| = 6.13 eV/A

Löwdin population analysis, charges in e, atoms 1 to 4: atom 1 (Cu): 0.794, atom 2 (N): -0.307, atom 3 (S): 0.480, atom 4 (O): -0.249

The following is a quantum chemistry calculation of 3 unconnected molecules or ions with the total composition C3H13NO3, from the Open Molecules 2025 dataset.

Structure (ORCA input):
```
! RIJCOSX wB97M-V def2-TZVPD def2/J DEFGRID3
* xyz 0 1
C 0.939 0.814 -0.904
C 0.512 0.623 0.580
C 1.521 1.110 1.583
O 0.391 -0.815 0.668
N -0.237 0.572 -1.754
H 1.327 1.816 -1.039
H 1.736 0.086 -1.048
H -0.484 1.030 0.587
H 1.126 1.261 2.589
H 2.329 0.380 1.703
H 2.091 1.993 1.279
H 0.114 -1.123 1.540
H -0.140 -0.297 -2.265
H -0.320 1.304 -2.445
H -0.390 -2.166 -0.492
H -1.822 -2.722 -0.751
O -0.887 -2.947 -0.771
H -1.887 -0.640 0.241
H -3.095 0.310 0.248
O -2.824 -0.589 0.450
*
```

Calculated values
Max |F| = 1.76 eV/A
Energy relative to the best compared isomer or geometry (same formula, charge and spin) = 11.0 kcal per mole
SMILES = C[C@H](O)CN.O.O

natural (NBO) population analysis, charges in e, atoms 1 to 4: atom 1 (C): -0.233, atom 2 (C): 0.079, atom 3 (C): -0.656, atom 4 (O): -0.771

The following is a quantum chemistry calculation of 5 unconnected molecules or ions with the total composition C30H56BrClFN2O9PS, from the Open Molecules 2025 dataset.

Structure (ORCA input):
```
! RIJCOSX wB97M-V def2-TZVPD def2/J DEFGRID3
* xyz 0 1
C -7.607 4.805 -2.817
C -7.066 3.691 -3.685
O -6.146 2.890 -2.916
P -4.862 2.301 -3.646
O -5.098 1.862 -5.028
C -4.396 0.962 -2.554
C -2.887 0.626 -2.626
C -2.261 0.344 -1.291
N -1.316 1.139 -0.879
C -0.754 0.897 0.340
C 0.271 1.739 0.798
C 0.830 1.526 2.011
Br 2.145 2.694 2.645
C 0.394 0.476 2.839
C -0.605 -0.338 2.403
S -1.146 -1.591 3.510
O -2.503 -1.377 3.866
O -0.145 -1.735 4.508
F -1.084 -2.862 2.618
C -1.199 -0.168 1.138
N -2.175 -1.011 0.709
C -2.663 -0.760 -0.454
Cl -3.856 -1.853 -1.057
O -3.690 3.379 -3.569
C -3.837 4.660 -2.931
C -4.186 5.744 -3.953
H -8.354 5.370 -3.376
H -8.084 4.404 -1.923
H -6.823 5.497 -2.506
H -6.586 4.084 -4.581
H -7.887 3.053 -4.013
H -4.694 1.161 -1.523
H -4.987 0.113 -2.894
H -2.347 1.484 -3.022
H -2.704 -0.192 -3.326
H 0.598 2.550 0.162
H 0.840 0.332 3.812
H -4.544 4.613 -2.104
H -2.860 4.876 -2.498
H -5.042 6.346 -3.656
H -3.344 6.426 -4.077
H -4.356 5.293 -4.930
C 2.812 -2.347 4.533
C 2.911 -1.839 3.107
O 3.370 -0.503 2.995
C 4.669 -0.249 3.496
C 5.764 -1.035 2.798
H 2.235 -1.653 5.140
H 2.311 -3.314 4.547
H 3.791 -2.474 5.001
H 1.917 -1.826 2.659
H 3.523 -2.514 2.496
H 4.704 -0.421 4.579
H 4.827 0.819 3.342
H 5.688 -2.106 3.000
H 6.745 -0.704 3.141
H 5.708 -0.895 1.718
C 8.280 -4.242 2.383
C 8.109 -3.524 1.054
O 8.825 -2.306 0.964
C 10.232 -2.408 1.081
C 10.883 -3.257 0.003
H 8.054 -3.568 3.210
H 7.607 -5.099 2.433
H 9.297 -4.613 2.521
H 7.062 -3.251 0.923
H 8.370 -4.189 0.223
H 10.511 -2.774 2.076
H 10.595 -1.382 1.010
H 10.613 -4.310 0.092
H 11.969 -3.187 0.078
H 10.578 -2.915 -0.987
C -3.245 1.662 3.602
C -2.103 2.586 3.987
O -1.523 3.272 2.890
C -2.381 4.135 2.170
C -2.945 5.278 2.998
H -2.933 0.978 2.810
H -3.555 1.071 4.463
H -4.116 2.215 3.247
H -1.288 1.999 4.415
H -2.421 3.295 4.760
H -3.192 3.568 1.697
H -1.765 4.536 1.364
H -3.636 4.924 3.764
H -3.489 5.970 2.355
H -2.140 5.819 3.496
C -3.128 -4.807 -3.596
C -2.861 -4.224 -4.974
O -2.034 -3.074 -4.951
C -0.732 -3.260 -4.426
C 0.110 -4.261 -5.198
H -3.493 -4.021 -2.937
H -3.871 -5.603 -3.654
H -2.226 -5.228 -3.149
H -3.797 -3.889 -5.420
H -2.447 -4.988 -5.642
H -0.779 -3.537 -3.366
H -0.266 -2.275 -4.474
H -0.275 -5.277 -5.104
H 1.132 -4.259 -4.819
H 0.128 -4.005 -6.258
*
```

Calculated values
Max |F| = 1.02 eV/A
SMILES = CCOP(=O)(CCc1nc2cc(Br)cc(S(=O)(=O)F)c2nc1Cl)OCC.CCOCC.CCOCC.CCOCC.CCOCC

Löwdin population analysis, charges in e, atoms 1 to 4: atom 1 (C): -0.071, atom 2 (C): -0.260, atom 3 (O): -0.212, atom 4 (P): 0.457

The following is a quantum chemistry calculation of a molecular structure, C24H34CrN4O8Sb2Se3Te, from the Open Molecules 2025 dataset.

Structure (ORCA input):
```
! RIJCOSX wB97M-V def2-TZVPD def2/J DEFGRID3
* xyz -1 4
Cr -0.818 -1.536 -0.474
O -1.947 -1.279 3.410
C -2.028 -1.247 2.195
O -0.985 -1.274 1.421
C -3.389 -1.091 1.549
C -4.449 -0.920 2.415
C -5.728 -0.659 1.944
C -5.976 -0.555 0.588
C -4.933 -0.768 -0.279
C -3.597 -1.038 0.138
O -2.680 -1.144 -0.751
N -5.238 -0.663 -1.706
O -4.751 -1.464 -2.466
O -5.972 0.261 -2.049
N -6.824 -0.465 2.879
O -7.930 -0.223 2.422
O -6.584 -0.542 4.070
H -4.251 -0.972 3.476
H -6.962 -0.322 0.215
Se -0.019 -1.618 -2.923
Se -0.122 -3.873 -3.568
Te -2.201 -4.513 -2.335
Se -1.340 -3.937 -0.058
C 1.757 -3.081 2.263
Sb 1.802 -2.526 0.201
C 2.258 -4.429 -0.649
C 3.933 -2.026 0.122
C 4.403 -0.788 0.816
C 4.513 -0.799 2.207
C 4.917 0.316 2.921
C 5.240 1.480 2.240
C 5.165 1.500 0.858
C 4.756 0.386 0.122
C 4.683 0.497 -1.367
Sb 2.643 0.986 -1.954
C 3.042 1.020 -4.068
C 2.985 3.109 -1.719
H 2.609 -3.714 2.518
H 0.828 -3.617 2.449
H 1.759 -2.181 2.876
H 3.010 -4.917 -0.028
H 2.647 -4.279 -1.656
H 1.358 -5.033 -0.706
H 4.221 -2.061 -0.927
H 4.352 -2.913 0.602
H 4.260 -1.710 2.738
H 4.979 0.274 4.001
H 5.561 2.362 2.780
H 5.440 2.402 0.320
H 4.957 -0.425 -1.879
H 5.332 1.295 -1.729
H 4.058 1.372 -4.254
H 2.336 1.694 -4.553
H 2.907 0.022 -4.480
H 3.862 3.415 -2.291
H 3.141 3.342 -0.665
H 2.117 3.667 -2.073
C 0.002 1.821 1.633
N -1.015 2.319 0.712
C -0.964 3.764 0.546
C -1.283 1.521 -0.379
O -0.537 0.550 -0.621
N -2.368 1.823 -1.123
C -2.494 1.293 -2.477
C -3.473 2.625 -0.625
H -0.115 2.345 2.582
H -0.119 0.754 1.794
H 1.012 2.003 1.247
H 0.062 4.082 0.326
H -1.284 4.257 1.466
H -1.603 4.096 -0.264
H -2.086 0.291 -2.548
H -1.985 1.944 -3.194
H -3.551 1.249 -2.735
H -3.507 3.617 -1.086
H -3.395 2.734 0.454
H -4.408 2.115 -0.858
*
```

Calculated values
Max |F| = 0.32 eV/A
Energy relative to the best compared isomer or geometry (same formula, charge and spin) = 2.6 kcal per mole

Löwdin population analysis, charges in e, atoms 1 to 4: atom 1 (Cr): 0.057, atom 2 (O): 0.062, atom 3 (C): -0.575, atom 4 (O): -0.252

The following is a quantum chemistry calculation of 2 unconnected molecules or ions with the total composition C5H11O2, from the Open Molecules 2025 dataset.

Structure (ORCA input):
```
! RIJCOSX wB97M-V def2-TZVPD def2/J DEFGRID3
* xyz -1 1
C -1.644 -1.896 -0.790
C -0.156 -2.186 -0.348
H -2.302 -2.670 -0.312
H -2.072 -0.975 -0.491
H -1.698 -1.714 -1.941
H -0.014 -2.501 0.682
H 0.475 -1.381 -0.548
H 0.212 -2.906 -1.164
C 0.805 1.535 -0.182
C 1.542 1.251 1.131
C -0.561 2.119 0.246
O -1.563 1.457 -0.131
O -0.551 3.127 0.917
H 1.419 2.325 -0.682
H 0.855 0.739 -0.839
H 0.954 0.745 1.871
H 1.788 2.191 1.703
H 2.512 0.739 0.875
*
```

Calculated values
Max |F| = 3.75 eV/A
Energy relative to the best compared isomer or geometry (same formula, charge and spin) = 24.4 kcal per mole

natural (NBO) population analysis, charges in e, atoms 1 to 4: atom 1 (C): -0.623, atom 2 (C): -0.605, atom 3 (H): 0.182, atom 4 (H): 0.258

The following is a quantum chemistry calculation of a molecular structure, C5H14N2, from the Open Molecules 2025 dataset.

Structure (ORCA input):
```
! RIJCOSX wB97M-V def2-TZVPD def2/J DEFGRID3
* xyz 0 1
C 2.599 -0.119 1.422
N 1.706 -0.001 -0.227
C -1.869 -1.318 -0.752
C -0.395 -1.243 -0.412
C 0.284 0.138 -0.587
C -0.399 1.272 0.189
N -1.610 1.891 -0.376
H 2.835 -1.168 1.330
H 3.544 0.440 1.465
H 1.993 0.014 2.308
H 2.023 0.666 0.610
H -2.288 -2.327 -0.718
H -2.538 -0.806 -0.066
H -2.061 -0.938 -1.779
H 0.202 -1.934 -0.998
H -0.220 -1.519 0.641
H 0.213 0.395 -1.655
H 0.324 2.088 0.288
H -0.663 0.902 1.188
H -1.372 2.361 -1.239
H -2.307 1.205 -0.633
*
```

Calculated values
Max |F| = 3.59 eV/A
Energy relative to the best compared isomer or geometry (same formula, charge and spin) = 116.3 kcal per mole

natural (NBO) population analysis, charges in e, atoms 1 to 4: atom 1 (C): -0.517, atom 2 (N): -0.625, atom 3 (C): -0.624, atom 4 (C): -0.406

The following is a quantum chemistry calculation of C2H3N3O3 in the gas phase, from the Open Molecules 2025 dataset.

Structure (ORCA input):
```
! RIJCOSX wB97M-V def2-TZVPD def2/J DEFGRID3
* xyz 0 1
C -0.971 -0.392 -0.029
C 1.178 0.021 0.004
H -2.750 -0.780 0.114
H 1.497 -2.138 0.166
H -0.353 2.230 0.780
N -0.491 -1.540 -0.128
N 0.871 -1.356 0.037
N -0.092 0.616 0.035
O -2.182 0.040 0.084
O 2.280 0.443 0.029
O -0.305 1.877 -0.179
*
```

Calculated values
Max |F| = 4.99 eV/A
Energy relative to the best compared isomer or geometry (same formula, charge and spin) = 25.4 kcal per mole
SMILES = O=c1[nH]nc(O)n1O

natural (NBO) population analysis, charges in e, atoms 1 to 4: atom 1 (C): 0.600, atom 2 (C): 0.715, atom 3 (H): 0.504, atom 4 (H): 0.421

The following is a quantum chemistry calculation of C21H23ClN2O5S in the gas phase, from the Open Molecules 2025 dataset.

Structure (ORCA input):
```
! RIJCOSX wB97M-V def2-TZVPD def2/J DEFGRID3
* xyz 0 1
C 2.506 2.533 0.088
H 1.790 1.974 0.689
H 2.910 1.874 -0.678
H 3.324 2.836 0.737
C 1.854 3.762 -0.544
C 1.323 4.707 0.530
H 0.823 5.558 0.074
H 2.138 5.074 1.149
H 0.608 4.196 1.171
H 2.611 4.289 -1.133
C 0.733 3.365 -1.519
N -0.397 2.761 -0.854
C -1.568 3.398 -0.689
O -1.844 4.470 -1.179
C -2.590 2.639 0.166
H -3.048 3.346 0.863
H -3.370 2.232 -0.488
O -1.995 1.585 0.914
C -2.427 0.334 0.685
O -3.312 0.055 -0.079
C -1.630 -0.661 1.448
C -1.738 -1.998 1.080
C -0.916 -2.951 1.649
C -0.032 -2.588 2.656
C 0.031 -1.261 3.079
C -0.736 -0.299 2.455
H -0.656 0.735 2.752
H 0.706 -0.998 3.878
Cl 0.983 -3.753 3.397
S -0.861 -4.526 0.756
O -0.269 -5.565 1.535
O -2.141 -4.742 0.170
N 0.217 -4.131 -0.474
C -0.089 -2.949 -1.169
C -1.240 -2.679 -1.883
C -1.368 -1.420 -2.455
C -0.374 -0.466 -2.313
C 0.789 -0.754 -1.606
C 0.930 -2.003 -1.041
C 2.047 -2.582 -0.220
H 2.101 -2.097 0.758
H 3.017 -2.474 -0.705
C 1.633 -4.062 -0.114
H 2.184 -4.669 -0.839
H 1.774 -4.497 0.873
H 1.571 -0.017 -1.503
H -0.500 0.507 -2.763
H -2.261 -1.180 -3.010
H -2.013 -3.424 -1.970
H -2.457 -2.297 0.336
H -0.243 1.889 -0.372
H 1.122 2.670 -2.269
H 0.351 4.256 -2.024
*
```

Calculated values
Max |F| = 1.22 eV/A
Energy relative to the best compared isomer or geometry (same formula, charge and spin) = 0.0 kcal per mole
SMILES = CC(C)CNC(=O)COC(=O)c1ccc(Cl)c(S(=O)(=O)N2CCc3ccccc32)c1

natural (NBO) population analysis, charges in e, atoms 1 to 4: atom 1 (C): -0.610, atom 2 (H): 0.194, atom 3 (H): 0.203, atom 4 (H): 0.217

The following is a quantum chemistry calculation of 3 unconnected molecules or ions with the total composition C6H14O2, from the Open Molecules 2025 dataset.

Structure (ORCA input):
```
! RIJCOSX wB97M-V def2-TZVPD def2/J DEFGRID3
* xyz 0 1
C 2.620 -1.486 0.461
C 2.032 -0.104 0.214
C 2.930 0.922 0.183
C 0.022 1.268 -0.530
C 0.676 0.024 -0.051
C -0.339 -0.909 0.529
H 3.686 -1.365 0.191
H 2.765 -1.973 1.444
H 2.266 -2.250 -0.226
H 2.579 1.955 0.195
H 3.973 0.852 -0.118
H 0.062 2.029 0.249
H -0.999 1.075 -0.881
H -0.714 -0.543 1.493
H -1.176 -1.106 -0.130
H 0.186 -1.853 0.691
H -4.184 -0.462 0.996
H 0.511 1.671 -1.430
O -3.374 -0.712 0.511
H -3.396 1.045 -1.903
H -3.103 0.235 -0.387
O -2.793 0.991 -1.161
*
```

Calculated values
Max |F| = 5.13 eV/A
Energy relative to the best compared isomer or geometry (same formula, charge and spin) = 136.0 kcal per mole

natural (NBO) population analysis, charges in e, atoms 1 to 4: atom 1 (C): -0.655, atom 2 (C): -0.198, atom 3 (C): -0.102, atom 4 (C): -0.778

The following is a quantum chemistry calculation of a gas-phase ion, C3H11N3P (charge +1), from the Open Molecules 2025 dataset.

Structure (ORCA input):
```
! RIJCOSX wB97M-V def2-TZVPD def2/J DEFGRID3
* xyz 1 1
C 1.278 0.335 1.011
C -2.473 1.686 -0.011
C -1.968 -1.138 -0.316
N 0.004 0.613 0.690
N 2.468 0.320 0.387
N 3.012 0.634 -0.843
P -1.231 0.513 -0.686
H 1.500 0.097 2.088
H -1.870 2.669 -0.224
H -3.149 1.531 0.913
H -3.261 1.702 -0.855
H -2.893 -1.217 -0.876
H -2.329 -1.284 0.746
H -1.375 -2.045 -0.432
H -0.644 0.329 1.521
H 3.206 0.314 1.154
H 3.901 0.087 -0.968
H 2.373 0.539 -1.695
*
```

Calculated values
Max |F| = 3.07 eV/A
Energy relative to the best compared isomer or geometry (same formula, charge and spin) = 20.6 kcal per mole
SMILES = CP(C)N/C=[NH+]\N

natural (NBO) population analysis, charges in e, atoms 1 to 4: atom 1 (C): 0.343, atom 2 (C): -1.012, atom 3 (C): -0.992, atom 4 (N): -0.833

| no. | total energy (eV) |
| --- | --- |
| 1 | -289245.2399 |
| 2 | -10954.2949 |
| 3 | -158833.3306 |
| 4 | -292609.8362 |
| 5 | -9458.9694 |
| 6 | -8387.5764 |
| 7 | -12732.8580 |
| 8 | -58726.5272 |
| 9 | -10538.7198 |
| 10 | -17039.8972 |